(i)
{"formula": "C23H28N4O4S", "method": "the ωB97M-V functional and the def2-TZVPD basis", "symbols": ["O", "C", "H", "C", "N", "H", "S", "H", "O", "H", "C", "H", "C", "H", "H", "H", "H", "C", "C", "C", "C", "H", "C", "H", "H", "H", "H", "H", "C", "C", "O", "H", "C", "H", "H", "C", "N", "C", "N", "C", "H", "C", "N", "H", "H", "H", "H", "C", "H", "C", "C", "H", "H", "C", "O", "C", "C", "C", "H", "H"], "coordinates": [[5.746, 0.814, -1.194], [-6.025, 2.746, -0.351], [-6.991, 2.354, -0.663], [-5.013, 2.819, -1.491], [-2.562, -2.494, -0.038], [1.093, -0.512, 2.239], [-3.891, -0.913, 1.658], [-5.585, 0.781, 0.471], [3.691, -0.953, 2.645], [0.994, -3.829, -1.430], [-0.145, -1.673, 0.930], [3.164, -3.029, -0.539], [3.546, -1.186, 1.462], [-2.308, 0.415, 2.845], [8.458, 0.318, -0.698], [5.818, -0.296, 1.974], [8.796, 2.027, -1.029], [-3.876, -2.849, -0.551], [-2.882, 1.572, 1.136], [-0.165, -2.614, -0.115], [-1.441, -3.077, -0.645], [7.116, 0.636, -2.693], [2.237, -2.640, -0.145], [-3.982, 1.064, 2.956], [-6.036, -0.557, -2.022], [-6.173, 3.738, 0.078], [6.618, -1.024, 0.548], [5.031, 1.592, 0.567], [6.907, 1.294, -1.847], [-3.687, 2.877, -0.743], [-1.580, -3.890, -1.536], [7.695, 1.318, 1.377], [-3.220, 0.651, 2.299], [-4.549, -3.064, 0.282], [-2.841, 2.476, -1.303], [-5.336, 1.831, 0.662], [-1.305, -1.192, 1.462], [2.260, -1.696, 0.892], [4.540, -1.040, 0.552], [-2.416, -1.586, 0.967], [6.720, 2.309, -2.225], [1.038, -3.097, -0.638], [-3.922, 2.059, 0.437], [-3.442, 3.901, -0.441], [-5.062, 1.913, -2.096], [-5.162, 3.682, -2.136], [7.091, 2.750, 0.527], [8.013, 1.309, -0.795], [-5.617, 2.072, 1.690], [7.224, 1.670, 0.462], [5.787, -0.397, 0.888], [-6.353, -1.676, -0.606], [-3.722, -3.759, -1.145], [1.079, -1.229, 1.434], [-1.730, 1.832, 0.846], [-5.662, -1.307, -1.347], [-4.431, -1.772, -1.433], [5.874, 0.983, 0.217], [4.322, -1.054, -0.433], [-3.742, -1.399, -2.179]], "lumo_energy_ha": 0.0134, "charge": 0, "smiles": "C=CCn1c(SCC(=O)N2CCCC2)nc2cc(C(=O)NC[C@H]3CCCO3)ccc2c1=O", "gap_ev": 8.66, "homo_energy_ev": -8.3}

***

(ii)
{"formula": "C23H28N4O4S", "method": "the ωB97M-V functional and the def2-TZVPD basis", "symbols": ["H", "C", "H", "C", "C", "H", "C", "N", "H", "H", "H", "H", "H", "H", "H", "C", "H", "C", "O", "H", "N", "H", "H", "S", "H", "C", "H", "C", "H", "C", "C", "C", "H", "H", "H", "C", "O", "N", "C", "H", "H", "C", "H", "N", "C", "O", "C", "H", "C", "C", "C", "H", "H", "C", "C", "O", "H", "H", "C", "C"], "coordinates": [[-0.695, 2.765, -2.046], [-0.011, -0.518, -1.360], [4.889, -0.671, -1.763], [-0.695, -3.173, -0.910], [-5.291, -1.663, -0.016], [-6.155, -3.431, 1.879], [5.115, -0.944, 0.379], [-3.923, -1.419, -0.450], [3.711, -1.581, 3.181], [-1.382, 4.271, -1.387], [4.882, 0.516, 2.822], [3.073, -2.590, -0.462], [0.694, 4.911, -0.393], [-3.025, 2.554, -1.639], [0.254, 0.509, -1.553], [-2.229, 2.256, 0.380], [-3.902, 3.429, -0.345], [-1.683, -2.187, -0.854], [-2.414, 1.682, 1.436], [0.083, 3.115, 1.760], [-2.269, 0.148, -1.026], [-5.912, -2.341, 3.332], [0.138, 1.446, 1.170], [-4.580, 1.177, -0.466], [6.210, -0.952, 0.457], [-3.368, 2.515, -0.608], [1.364, -3.611, -1.205], [1.319, 2.876, -0.023], [3.708, 0.663, 0.019], [-3.067, -2.526, -0.540], [0.733, 3.960, -0.925], [2.370, -1.020, -1.571], [-5.544, -2.682, -0.318], [5.324, -2.333, -1.272], [2.651, -1.286, 1.778], [0.616, -2.833, -1.152], [4.613, -1.828, 1.378], [3.330, -1.826, -1.066], [3.667, -1.148, 2.181], [-0.989, -4.199, -0.747], [2.166, 3.232, 0.561], [-5.844, -2.474, 2.266], [5.295, 1.228, 0.554], [-1.034, 2.749, 0.027], [-5.407, -1.516, 1.473], [2.618, 0.032, -2.136], [-0.684, 3.453, -1.191], [-5.946, -0.949, -0.526], [0.967, -1.492, -1.362], [4.063, 0.325, 2.128], [4.723, -1.455, -1.022], [-5.082, -0.563, 1.868], [3.232, 0.986, 2.361], [-3.469, -0.159, -0.674], [4.545, 0.452, 0.684], [-3.490, -3.649, -0.362], [1.646, 2.029, -0.626], [1.300, 4.094, -1.843], [-1.340, -0.846, -1.088], [0.134, 2.493, 0.858]], "lumo_energy_ha": 0.0037, "charge": 0, "smiles": "C=CCn1c(SCC(=O)N2CCCC2)nc2cc(C(=O)NC[C@H]3CCCO3)ccc2c1=O", "gap_ev": 8.58, "homo_energy_ev": -8.5}

***

(ii) has the most favorable energy; the next structure is 0.295 eV above.

***

(i)
{"formula": "C6H8OS", "method": "the ωB97M-V functional and the def2-TZVPD basis", "symbols": ["C", "H", "S", "O", "C", "H", "H", "C", "H", "C", "H", "H", "H", "H", "C", "C"], "coordinates": [[-3.225, 0.231, 0.174], [3.597, 0.229, 0.379], [-4.821, 0.050, -0.051], [1.178, 1.219, -0.574], [2.790, -0.541, 0.128], [-2.154, -1.314, -0.880], [2.907, -0.911, -0.813], [0.384, -0.051, -0.521], [2.946, -1.394, 0.829], [-2.053, -0.255, -0.394], [-2.875, 0.874, 1.062], [-0.942, 1.455, 0.351], [1.257, 0.466, 1.465], [0.452, -0.725, -1.435], [-0.906, 0.446, -0.161], [1.465, 0.222, 0.439]], "lumo_energy_ha": -0.0280, "charge": 0, "smiles": "C[C@H]1O[C@@H]1/C=C/C=S", "gap_ev": 7.78, "homo_energy_ev": -8.5}

***

(ii)
{"formula": "C6H8OS", "method": "the ωB97M-V functional and the def2-TZVPD basis", "symbols": ["O", "H", "S", "H", "H", "C", "C", "C", "H", "C", "H", "C", "H", "H", "C", "H"], "coordinates": [[-1.893, -0.206, 0.794], [0.312, -2.244, 2.304], [0.923, 0.908, -1.901], [-1.708, -2.045, 2.101], [2.428, -1.065, 1.183], [1.026, -0.085, -0.351], [0.238, -1.211, 1.666], [-1.042, -1.053, 1.516], [-2.347, 1.253, -0.854], [-1.532, 0.416, -0.330], [1.911, 0.393, 1.736], [-0.120, 0.838, -0.341], [0.539, -1.110, -0.560], [0.047, 1.611, 0.343], [1.586, -0.443, 0.985], [-1.745, -0.458, -1.062]], "lumo_energy_ha": 0.0291, "charge": 0, "smiles": "C1=COC[C@@H]2S[C@H]2C1", "gap_ev": 9.81, "homo_energy_ev": -9.0}

***

(iii)
{"formula": "C6H8OS", "method": "the ωB97M-V functional and the def2-TZVPD basis", "symbols": ["H", "C", "H", "H", "O", "S", "H", "C", "C", "H", "C", "H", "C", "H", "C", "H"], "coordinates": [[2.377, 0.723, -1.148], [-0.237, 0.953, -0.701], [1.990, 1.860, 1.399], [0.466, 0.136, 1.199], [1.308, 1.982, 0.719], [2.654, -1.384, -0.240], [-1.755, -2.632, 1.091], [-1.213, -1.819, 0.536], [1.926, 0.041, -0.436], [-2.894, -0.588, 0.455], [-1.413, 0.325, -0.841], [-0.080, -2.032, 0.438], [-1.884, -0.772, 0.089], [0.056, 1.810, -1.311], [0.839, 0.697, 0.339], [-2.140, 0.701, -1.587]], "lumo_energy_ha": -0.0168, "charge": 0, "smiles": "C=C/C=C\\[C@H](O)C=S", "gap_ev": 8.39, "homo_energy_ev": -8.8}

***

(iv)
{"formula": "C6H8OS", "method": "the ωB97M-V functional and the def2-TZVPD basis", "symbols": ["H", "H", "C", "C", "H", "H", "C", "C", "S", "O", "C", "H", "C", "H", "H", "H"], "coordinates": [[-1.377, -1.549, -1.636], [-0.445, 2.898, -0.511], [-1.429, -1.329, -0.593], [0.799, -0.244, 0.114], [1.228, 2.396, -0.179], [-2.275, -1.870, -0.232], [-0.043, -1.622, 0.182], [0.192, 2.100, -0.300], [2.363, -0.147, 0.112], [-2.156, 0.441, 0.918], [-0.248, 0.761, -0.340], [0.419, -2.614, -0.229], [-1.566, 0.273, -0.397], [-1.782, 1.148, 1.499], [-2.284, 0.718, -1.067], [-0.272, -1.943, 1.230]], "lumo_energy_ha": -0.0263, "charge": 0, "smiles": "C=C1C(=S)CC[C@H]1O", "gap_ev": 7.90, "homo_energy_ev": -8.6}

***

(iv) has the most favorable energy; the next structure is 0.212 eV above.

***

(i)
{"formula": "C6H8OS", "method": "the ωB97M-V functional and the def2-TZVPD basis", "symbols": ["S", "H", "C", "H", "H", "H", "C", "H", "C", "H", "C", "O", "C", "H", "H", "C"], "coordinates": [[1.041, -0.260, -2.176], [-1.447, -0.399, 2.355], [-0.776, -0.004, -1.962], [-2.424, -0.031, -1.024], [0.510, -1.519, 0.088], [1.749, 0.932, 1.576], [-1.314, 0.236, -0.809], [-1.486, 0.022, -2.928], [1.303, 0.231, -0.572], [0.999, 1.245, -0.470], [1.809, 0.031, 0.857], [-1.702, -0.693, 1.462], [-0.748, 0.209, 0.660], [-0.673, 1.242, 1.121], [2.592, -0.689, 1.375], [0.569, -0.554, 0.449]], "lumo_energy_ha": 0.0263, "charge": 0, "smiles": "O[C@@H]1C=CS[C@@H]2C[C@@H]12", "gap_ev": 9.22, "homo_energy_ev": -8.5}

***

(ii)
{"formula": "C6H8OS", "method": "the ωB97M-V functional and the def2-TZVPD basis", "symbols": ["H", "H", "H", "C", "C", "H", "H", "H", "C", "H", "C", "C", "C", "H", "S", "O"], "coordinates": [[0.660, -0.878, -1.491], [-3.652, -1.705, -0.821], [-1.615, 1.048, 0.958], [0.338, 0.685, 0.063], [0.048, -0.827, -0.490], [2.103, 1.521, 0.455], [2.343, 0.096, -0.707], [1.844, -2.324, 0.008], [-0.528, 1.040, 1.281], [-0.302, 2.115, 1.355], [1.717, 1.013, -0.356], [-1.344, -1.283, -0.748], [-2.532, -1.588, -0.991], [-0.163, 0.835, 2.342], [0.430, 1.966, -1.391], [0.652, -1.713, 0.533]], "lumo_energy_ha": -0.0248, "charge": 0, "gap_ev": 8.40, "homo_energy_ev": -9.1}

***

(i) has the most favorable energy; the next structure is 2.403 eV above.

***

(i)
{"formula": "C3H10NO3", "method": "the ωB97M-V functional and the def2-TZVPD basis", "symbols": ["H", "C", "H", "H", "C", "O", "H", "C", "H", "H", "H", "O", "H", "H", "O", "H", "N"], "coordinates": [[1.426, 1.432, 1.632], [1.029, 0.928, -0.340], [0.689, -1.069, -0.797], [-0.861, -5.935, 1.731], [-0.346, 1.613, -0.405], [-0.325, 2.671, 0.367], [1.775, 1.589, -0.754], [1.317, 0.549, 1.083], [1.704, -0.425, -1.924], [-1.201, 3.021, 0.598], [0.121, 0.041, -1.926], [-1.120, -5.129, 1.269], [0.598, -0.081, 1.617], [2.227, 0.001, 1.319], [-1.251, 1.182, -1.059], [-2.020, -5.390, 1.054], [0.911, -0.221, -1.322]], "lumo_energy_ha": -0.1283, "charge": 1, "gap_ev": 10.43, "homo_energy_ev": -13.9}

***

(ii)
{"formula": "C3H10NO3", "method": "the ωB97M-V functional and the def2-TZVPD basis", "symbols": ["H", "H", "N", "H", "O", "H", "H", "H", "O", "H", "H", "H", "O", "C", "C", "C", "H"], "coordinates": [[0.385, -1.026, -1.301], [-2.362, 0.972, -0.095], [-0.252, -0.266, -1.424], [-1.064, -0.573, -1.971], [1.765, -1.054, 0.099], [2.288, 1.612, 0.263], [0.052, 0.650, -1.670], [-1.879, 0.386, 1.471], [1.448, 1.185, -0.085], [1.230, 0.158, 1.588], [2.614, -1.083, 0.394], [-1.062, 1.711, 0.733], [-0.669, -1.490, 0.547], [0.985, 0.071, 0.585], [-0.466, -0.241, 0.137], [-1.527, 0.785, 0.568], [-1.487, -1.797, 0.162]], "lumo_energy_ha": -0.1214, "charge": 1, "smiles": "C[C@]([NH3+])(O)C(O)O", "gap_ev": 12.01, "homo_energy_ev": -15.3}

***

(i) has the most favorable energy; the next structure is 1.141 eV above.